(1)
18
Properties=species:S:1:pos:R:3:mulliken_charge:R:1 method="wB97M-V/def2-TZVPD" lumo_ev=-3.274 total_charge=+1 homo_ev=-14.3 de_lowest_kcal_mol=34.1
C -2.02622 -0.45685 1.67756 -1.23
C -0.80641 -0.49694 0.73650 -0.23
C -0.43728 0.86595 0.27896 0.04
C 0.78855 1.29352 -0.03225 -0.67
N 1.89102 0.29739 -0.10719 -0.16
H -1.64315 -0.27008 2.68139 0.31
H -2.69793 0.35191 1.41438 0.34
H -2.52067 -1.42679 1.69390 0.35
H -0.04609 -1.03184 1.32018 0.28
H -1.02840 -1.07248 -0.17733 0.25
H -1.19797 1.60035 0.01861 0.33
H 1.01738 2.33721 0.13930 0.36
H 1.91640 -0.11009 -1.04783 0.29
H 1.81892 -0.48605 0.53739 0.34
H 2.77086 0.80262 -0.01883 0.41
H 0.56391 0.01413 -3.29709 0.31
H 0.70382 -1.54006 -3.06017 0.31
O 0.93326 -0.67190 -2.75750 -0.63

(2)
57
Properties=species:S:1:pos:R:3:mulliken_charge:R:1 method="wB97M-V/def2-TZVPD" lumo_ev=-0.083 homo_ev=-8.8 de_lowest_kcal_mol=79.9
C 2.49278 0.57935 3.27599 -1.11
C 0.99086 0.78521 3.28447 -0.44
N 0.27660 0.41800 2.06706 0.10
C -1.17464 0.40739 2.27142 -0.48
C -1.79155 -0.93058 1.86733 -0.47
N -3.11559 -0.74837 1.28653 0.25
C -3.46740 -1.74168 0.28035 -1.08
C -4.16805 -0.62780 2.26544 -1.15
H 2.87925 1.09526 4.15152 0.38
H 2.93602 1.04500 2.38907 0.09
H 2.88087 -0.43116 3.14693 0.30
H 0.50954 0.30735 4.15516 0.41
H 0.88710 1.81509 3.63136 0.30
H 0.70783 -0.34495 1.56321 0.12
H -1.62603 1.17763 1.64623 0.24
H -1.41713 0.65401 3.30576 0.31
H -1.13751 -1.33693 1.09331 0.01
H -1.81150 -1.69160 2.66098 0.19
H -4.07426 -2.56809 0.67126 0.38
H -2.63029 -2.12634 -0.28383 0.20
H -4.10135 -1.23239 -0.45146 0.43
H -5.13720 -0.85071 1.82724 0.43
H -4.22728 0.33025 2.78635 0.27
H -4.04988 -1.34737 3.09945 0.40
O 3.04805 -1.17417 0.63544 -0.57
H 3.07783 -0.24512 0.35814 0.33
H 3.96348 -1.47029 0.64744 0.26
O 0.75358 2.48615 0.03050 -0.74
H 0.54325 3.15923 0.68530 0.25
H 0.55428 1.67500 0.54452 0.50
O -1.69099 -2.21448 -2.30114 -0.63
H -2.57852 -2.17559 -1.93459 0.30
H -1.82845 -1.78666 -3.15568 0.31
O 2.96068 -0.78440 -2.72259 -0.70
H 2.45205 -0.22362 -2.12404 0.36
H 3.13811 -1.59991 -2.24369 0.32
O 1.47446 -3.57475 0.25372 -0.66
H 2.07157 -2.91920 -0.13319 0.30
H 0.84018 -2.98916 0.67764 0.33
O -3.28769 0.10541 -2.32852 -0.53
H -3.20471 0.40104 -3.24048 0.26
H -3.60517 0.85549 -1.81847 0.27
O 3.24069 1.68530 -0.14151 -0.72
H 2.45574 1.96649 -0.64248 0.36
H 3.21376 2.31330 0.58621 0.28
O 0.61808 3.97244 2.83587 -0.60
H 0.38206 4.85006 3.15378 0.28
H 1.46693 4.05456 2.38974 0.32
O 0.60997 2.10403 -4.14254 -0.64
H 0.28109 1.57035 -3.40824 0.37
H 1.21692 1.56713 -4.65626 0.33
O 0.90926 -1.73949 -4.36172 -0.65
H 0.06866 -1.49974 -3.93743 0.31
H 1.44880 -1.14524 -3.80579 0.31
O -0.29340 0.52961 -1.79604 -0.43
H -0.79970 -0.28795 -1.78669 0.27
H -0.48999 1.23330 -1.17491 0.19

(3)
23
Properties=species:S:1:pos:R:3:mulliken_charge:R:1 method="wB97M-V/def2-TZVPD" lumo_ev=0.970 homo_ev=-8.9 de_lowest_kcal_mol=44.8
C 1.65282 -1.13656 -1.00358 -1.51
C 1.30411 -0.23606 0.16864 0.97
C 1.13118 1.16162 -0.00479 -0.57
C 1.13379 1.99494 1.15650 -0.41
C 1.41429 1.46354 2.36666 -0.58
C 1.28467 0.06722 2.56352 -0.33
C 1.19699 -0.77297 1.43904 -0.41
H 1.48769 -2.13953 -0.80501 0.41
H 2.66894 -1.09015 -1.40083 0.33
H 1.10879 -0.84926 -1.91927 0.28
H 1.23385 1.43076 -1.04153 0.38
H 0.70859 2.97164 0.90925 0.33
H 1.73561 1.95349 3.20357 0.49
H 1.31460 -0.43656 3.55053 0.35
H 0.83566 -1.79205 1.62064 0.27
C -2.35363 -0.76984 -1.95210 -0.75
C -2.71674 0.12797 -0.74871 -0.67
H -2.64683 -0.44578 -2.90005 0.35
H -1.27091 -1.05894 -2.04603 0.07
H -2.97265 -1.64838 -2.03691 0.32
H -1.96850 1.07794 -0.64428 0.11
H -2.56514 -0.31778 0.30024 0.21
H -3.71718 0.44474 -0.77551 0.37

(4)
84
Properties=species:S:1:pos:R:3:lowdin_spin:R:1 method="wB97M-V/def2-TZVPD" lumo_ev="-9.071 / -10.471" total_charge=+3 homo_ev="-16.4 / -17.3" multiplicity=2 de_lowest_kcal_mol=0.0
Pt 0.05403 0.10817 -0.47841 0.00
N 0.54838 1.93991 0.23869 0.00
C 0.60096 3.05074 -0.76692 0.00
C -0.56818 3.02865 -1.73122 0.00
C -1.95117 3.02498 -1.06446 0.00
C -2.62741 1.66511 -1.00561 0.00
N -1.95162 0.70885 -0.07718 0.00
H -0.14657 2.15135 0.95271 0.00
H 1.42540 1.90706 0.75194 0.00
H 1.54332 2.95853 -1.30664 0.00
H 0.62300 3.98729 -0.20519 0.00
H -0.47398 2.16864 -2.40208 0.00
H -0.46224 3.91395 -2.35915 0.00
H -2.62302 3.67398 -1.62622 0.00
H -1.90644 3.46931 -0.06231 0.00
H -2.63024 1.20494 -1.99441 0.00
H -3.66452 1.77647 -0.68688 0.00
H -2.51484 -0.14046 -0.04706 0.00
H -1.98804 1.06507 0.87793 0.00
C 4.87513 0.78010 -0.37367 0.00
C 3.39443 0.74811 0.02460 0.00
C 3.25496 0.58032 1.54245 0.00
P 2.28878 -0.45177 -0.84540 0.01
C 2.79328 -0.44907 -2.60673 0.00
C 2.09740 -1.54721 -3.40661 0.00
C 2.56562 0.93287 -3.22083 0.00
C 2.82824 -2.08353 -0.20504 0.11
C 4.15634 -2.42514 -0.30478 0.03
C 4.68604 -3.61562 0.24164 0.20
C 6.13172 -3.94200 0.11619 0.04
C 3.81307 -4.48499 0.92895 0.00
C 2.47920 -4.21820 0.99342 0.11
C 1.93509 -3.04432 0.37668 0.08
N 0.63359 -2.83902 0.34086 0.28
C -0.42626 -3.60046 0.22258 0.04
C -0.51680 -4.59973 -0.84335 0.02
C 0.70825 -5.17044 -1.49455 0.00
C -1.75101 -4.89392 -1.29746 0.01
C -2.97690 -4.27777 -0.77084 0.00
C -4.25156 -5.13301 -0.89762 0.00
C -2.80244 -3.61600 0.53392 0.00
C -1.59564 -3.29818 1.03768 0.01
C -1.41470 -2.64467 2.38003 0.01
H 5.30440 1.71729 -0.01840 0.00
H 5.03842 0.74163 -1.44973 0.00
H 5.43705 -0.02021 0.10463 0.00
H 2.98980 1.71532 -0.29243 0.00
H 3.75249 -0.33652 1.86150 0.00
H 2.21909 0.50559 1.88886 0.00
H 3.74430 1.40808 2.05645 0.00
H 3.86602 -0.66438 -2.59354 0.00
H 1.01772 -1.40700 -3.42776 0.00
H 2.31820 -2.54213 -3.01641 0.00
H 2.44903 -1.51519 -4.43795 0.00
H 1.50020 1.17529 -3.25039 0.00
H 2.93096 0.93646 -4.24767 0.00
H 3.09536 1.72558 -2.68946 0.00
H 4.84678 -1.76945 -0.81755 0.00
H 6.68867 -3.16806 -0.40603 0.00
H 6.25735 -4.88558 -0.42184 0.01
H 6.57428 -4.09215 1.10400 0.01
H 4.20999 -5.38118 1.38961 0.00
H 1.79947 -4.89086 1.50182 0.00
H 1.36846 -4.38268 -1.86457 0.00
H 0.41957 -5.78858 -2.34207 0.00
H 1.28140 -5.79486 -0.81058 0.00
H -1.86230 -5.56529 -2.14326 0.00
H -4.16069 -6.00200 -0.24697 0.00
H -4.39825 -5.47993 -1.92027 0.00
H -5.13509 -4.57100 -0.59224 0.00
H -3.70150 -3.34384 1.07814 0.00
H -2.04041 -1.75888 2.48052 0.00
H -0.38197 -2.34381 2.54138 0.00
H -1.69764 -3.34472 3.16702 0.00
Cl -1.21515 -1.60482 -2.04847 0.00
Ge -3.16830 -2.70970 -1.99033 0.00
Cl -4.57311 -1.34466 -1.17687 0.00
Cl -3.53764 -3.17583 -3.99012 0.00
C -0.42418 1.22485 5.06418 0.00
C -0.40611 0.82669 3.66312 0.00
N -0.38553 0.50963 2.55586 0.00
H -0.50737 0.34169 5.69599 0.00
H -1.27584 1.87774 5.25002 0.00
H 0.49498 1.75482 5.30923 0.00

(5)
56
Properties=species:S:1:pos:R:3:mulliken_charge:R:1 method="wB97M-V/def2-TZVPD" lumo_ev="-0.502 / -0.251" homo_ev="-4.7 / -5.1" de_lowest_kcal_mol=17.0
C 1.01227 2.31353 3.32467 -0.52
C 1.33751 2.74910 2.02553 -0.93
C 0.13150 2.96137 1.31016 -0.68
H 2.35071 2.95847 1.64516 0.34
C -0.94970 2.63317 2.17731 -0.76
C -0.39938 2.23174 3.41964 -0.35
H -0.96365 2.04348 4.33821 0.45
H 1.70963 2.18660 4.16217 0.60
H 0.03872 3.39549 0.30865 0.63
H -2.00997 2.75458 1.94323 0.45
Sr 0.21116 0.16469 1.37670 1.16
C -1.90698 -3.09163 -1.78569 -0.94
H -2.24129 -2.07021 -1.74928 0.17
H -2.36444 -3.57196 -2.64290 0.47
H -2.64160 -3.89043 -1.10614 0.79
Si 0.44443 1.02004 -1.18235 -0.36
C 1.74917 0.15812 -2.16266 0.42
C 2.83770 1.02342 -2.48400 -0.40
H 2.93145 1.97326 -1.94063 0.32
C 3.70845 0.67004 -3.52013 -0.61
H 4.48076 1.39382 -3.80327 0.36
C 3.58083 -0.59604 -4.13129 -0.37
H 4.29199 -0.84934 -4.91956 0.36
C 2.57689 -1.49730 -3.73977 -0.34
H 2.51824 -2.47287 -4.23658 0.36
C 1.68285 -1.14707 -2.70667 0.10
H 0.93193 -1.87771 -2.37150 -0.06
C -0.93399 1.27480 -2.36212 0.52
C -0.69355 1.21520 -3.75122 -0.42
H 0.24891 0.79254 -4.10521 0.18
C -1.66171 1.68881 -4.63982 -0.62
H -1.42088 1.70804 -5.70591 0.35
C -2.91454 2.06252 -4.16098 -0.37
H -3.65485 2.43001 -4.85111 0.37
C -3.23240 1.89559 -2.81276 -0.45
H -4.25375 2.08367 -2.46046 0.35
C -2.26809 1.45116 -1.91392 -0.30
H -2.50695 1.24564 -0.85614 0.23
H -0.84554 -3.24464 -1.99627 -0.12
H -1.81989 -3.41430 -0.70305 -0.37
C 2.66048 -0.90689 3.82172 -0.71
O 1.43773 -1.21329 3.10487 -0.22
C 0.75474 -2.44326 3.49813 -0.48
C -0.71616 -2.16966 3.79674 -0.59
O -1.15518 -0.98808 3.07841 -0.16
C -2.45492 -0.47816 3.45653 -0.82
H 3.43755 -0.71024 3.07077 0.23
H 2.96024 -1.73839 4.48349 0.35
H 2.47663 -0.00111 4.41951 0.20
H 0.80925 -3.14969 2.64556 0.18
H 1.21142 -2.88853 4.40275 0.40
H -1.34026 -3.01707 3.47003 0.41
H -0.86040 -1.99383 4.88062 0.37
H -3.14920 -1.32661 3.58203 0.38
H -2.36597 0.07689 4.40416 0.29
H -2.79788 0.19254 2.65467 0.18

(6)
62
Properties=species:S:1:pos:R:3:mulliken_charge:R:1 method="wB97M-V/def2-TZVPD" lumo_ev="-4.453 / -4.451" total_charge=+1 homo_ev="-10.4 / -10.4"
O -0.26757 -0.42578 -0.66923 -0.19
C -1.66952 -0.34542 -0.11759 -0.62
C -2.24888 -1.18568 -1.24209 -0.42
H -1.98888 0.70325 -0.11170 0.32
H -1.69542 -0.81137 0.87583 0.28
C -0.81016 -1.18713 -1.82139 1.39
H -3.00952 -0.64915 -1.82470 0.03
H -2.59512 -2.17310 -0.90419 0.42
C -0.66335 -0.35168 -3.07875 -1.54
H -0.98767 0.67999 -2.88852 0.38
H -1.27188 -0.78134 -3.88761 0.46
H 0.38506 -0.34132 -3.40085 0.28
C -0.14365 -2.54531 -1.92727 -1.39
H -0.32257 -3.14744 -1.02785 0.31
H 0.94128 -2.43517 -2.07037 0.12
H -0.54535 -3.07868 -2.80035 0.48
Ce 1.69062 0.06831 0.65324 0.23
C 3.18422 -1.84369 1.73472 -0.82
C 2.52683 -1.19102 2.82481 -0.20
C 1.12336 -1.47739 2.73074 -0.76
H 3.00926 -0.62683 3.61871 0.73
C 0.92079 -2.30809 1.57849 -0.38
C 2.19193 -2.52559 0.95946 -0.37
H 2.37484 -3.16042 0.08860 0.49
H 4.25965 -1.85164 1.56035 0.55
H 0.35659 -1.15612 3.43428 0.47
H -0.02100 -2.77372 1.28626 0.62
C 4.07636 0.79936 -0.11045 -0.19
C 3.82078 -0.38237 -0.87538 -1.01
C 2.76490 -0.10261 -1.79750 -0.19
H 4.36162 -1.32585 -0.80700 0.56
C 2.37377 1.26889 -1.61436 -0.78
C 3.18914 1.82230 -0.57562 -0.41
H 3.16316 2.85755 -0.23147 0.49
H 4.84883 0.91418 0.65443 0.54
H 2.39349 -0.77377 -2.56724 0.78
H 1.62738 1.80278 -2.20590 0.54
O -5.23146 0.27327 -1.85947 -0.37
C -5.62927 -0.67415 -2.88559 -0.38
C -7.10989 -0.46090 -3.25220 -0.57
H -5.49228 -1.69799 -2.48575 0.26
H -4.95645 -0.56246 -3.75456 0.28
C -7.67141 0.27375 -2.02388 -0.50
H -7.61785 -1.40188 -3.45913 0.33
H -7.18029 0.19111 -4.13040 0.27
C -6.43304 1.00995 -1.47912 -0.52
H -8.02277 -0.46019 -1.28913 0.27
H -8.48860 0.94929 -2.27370 0.33
H -6.45337 1.12992 -0.38489 0.28
H -6.40263 2.02053 -1.93392 0.27
S 1.44754 2.27834 2.46737 -0.34
C 2.94965 2.35788 3.27706 0.78
C 3.04088 1.87531 4.60693 -0.72
C 4.24026 1.94684 5.30511 -0.39
C 5.37159 2.51587 4.70680 -0.50
C 5.29084 3.01792 3.40260 -0.60
C 4.09238 2.95791 2.69687 -0.45
H 2.14289 1.46902 5.06727 0.43
H 4.28698 1.57350 6.32857 0.38
H 6.30739 2.59014 5.26564 0.39
H 6.16879 3.47762 2.94328 0.41
H 4.00680 3.39042 1.70166 0.42

(7)
56
Properties=species:S:1:pos:R:3:mulliken_charge:R:1 method="wB97M-V/def2-TZVPD" lumo_ev=2.412 total_charge=-1 homo_ev=-6.2 de_lowest_kcal_mol=34.4
C 1.11061 -0.14237 -1.02736 0.69
C 0.63161 -0.66938 0.29564 0.76
C 0.97861 0.37663 1.39964 -1.17
O -0.78639 -0.97038 0.29364 0.08
H 0.84761 0.89862 -1.24036 -0.54
H 0.70961 -0.75038 -1.80936 -1.28
H 2.18861 -0.26737 -0.99136 0.48
H 1.12061 -1.58638 0.52664 0.42
H 0.35461 1.24362 1.40564 -0.27
H 1.97661 0.70962 1.50264 0.61
H 0.80761 -0.15637 2.31564 0.33
O -0.76439 2.01262 4.46164 -0.60
H -0.80739 1.31762 5.10464 0.33
H -1.19939 1.59362 3.74664 0.31
O -0.34139 -1.11637 4.79564 -0.69
H -0.09539 -1.97738 4.44364 0.28
H -0.86039 -0.60538 4.09364 0.38
O -1.30739 -3.22238 1.68664 -0.74
H -1.02839 -2.42737 1.27364 0.27
H -1.28139 -3.80538 0.94764 0.24
O 1.38261 3.44962 -0.06436 -0.70
H 0.90161 2.66163 -0.31836 0.42
H 1.85561 3.76462 -0.82236 0.29
O 1.90161 0.30363 -4.25036 -0.68
H 2.39861 -0.34437 -3.77536 0.39
H 0.98161 0.10763 -4.04136 0.36
O -1.86039 -0.21337 2.73564 -0.70
H -2.65639 0.26063 2.52064 0.26
H -1.61439 -0.70937 1.91164 0.07
O -0.98439 0.22963 -3.58736 -0.69
H -1.11839 -0.09837 -2.73636 0.34
H -1.81639 0.70862 -3.81536 0.26
O 1.71461 -3.85037 -0.98636 -0.56
H 0.80361 -3.54238 -1.00936 0.25
H 1.59461 -4.78938 -0.76036 0.28
O -2.26839 -1.72338 -1.64936 -0.77
H -1.83639 -1.48438 -0.81036 0.09
H -2.73839 -2.45837 -1.29736 0.29
O -0.41439 2.98562 -2.94336 -0.68
H -0.57239 2.05062 -2.98736 0.37
H -0.92039 3.25262 -2.19636 0.30
O -0.02439 -2.81538 -3.20236 -0.73
H 0.77461 -2.32237 -3.04036 0.37
H -0.71139 -2.32937 -2.82336 0.49
O 2.57761 -2.04037 -2.95636 -0.61
H 2.82561 -2.25337 -2.06236 0.25
H 2.88261 -2.79037 -3.44036 0.27
O 1.23861 3.52262 2.80864 -0.73
H 1.20161 2.67862 3.23864 0.33
H 1.31161 3.31762 1.85364 0.38
O -1.26539 3.43563 1.79664 -0.62
H -0.54039 3.35063 2.41964 0.35
H -2.01839 3.46062 2.36764 0.30
O -1.86339 1.36462 -0.08036 -0.67
H -1.42939 0.51663 0.06164 0.19
H -1.94739 1.88762 0.71764 0.36

(8)
13
Properties=species:S:1:pos:R:3:mulliken_charge:R:1 method="wB97M-V/def2-TZVPD" lumo_ev="-11.306 / -11.305" total_charge=+2 homo_ev="-18.7 / -18.7" de_lowest_kcal_mol=90.3
C 0.18234 0.48284 0.40575 0.19
C 0.02450 2.91802 -0.77047 0.06
C -0.15621 -1.82292 0.41596 0.35
C 0.23853 -2.91211 0.98142 -0.73
O 0.39440 -0.66369 0.76712 -0.14
P -0.66753 1.38905 -1.05908 0.65
Cl -0.72146 0.47307 -2.74429 0.04
Cl 0.29307 4.25586 -1.71843 0.16
H 0.56749 1.28689 1.06757 0.31
H 0.13251 3.01159 0.43179 0.29
H -0.94337 -1.82685 -0.41568 0.17
H -0.12088 -3.78297 0.70998 0.36
H 0.77661 -2.80878 1.92837 0.29